DFT (ωB97M-V/def2-TZVPD) results for 6 unconnected molecules or ions with the total composition C20H54B4O14P2S5.

* HOMO-LUMO gap: 0.3145 Eh
* calculated total energy: -4621.283793 a.u.
* HOMO level: -8.389 eV

Each line ends with the Löwdin charge.
CARTESIAN COORDINATES (ANGSTROEM)
C  6.54123  1.69154  1.61394  -0.074
C  5.88967  1.04845  0.42622  -0.356
C  6.70332  1.03489  -0.83885  -0.055
C  4.66165  0.54147  0.49011  -0.095
C  4.00460  -0.29574  -0.57590  -0.191
C  3.43145  0.52627  -1.75774  -0.153
C  1.99319  0.18769  -2.19526  -0.354
C  1.59156  -1.28079  -2.00362  -0.066
C  0.94592  1.10238  -1.54808  -0.166
C  1.14530  1.28831  -0.02980  -0.041
B  -0.16351  1.71084  0.67686  -0.516
O  -0.40245  2.95437  1.21923  0.342
B  -1.73557  3.21885  1.51420  -0.683
O  -2.33808  4.33258  1.09852  0.351
B  -3.62005  4.73398  1.53893  -0.803
O  -4.67065  4.46080  0.75110  0.217
O  -3.74469  5.51803  2.66332  0.196
O  -2.43098  2.22209  2.21726  0.287
B  -1.86564  0.99263  2.03867  -0.760
P  -1.85518  -0.24696  3.54949  0.931
P  -2.41757  -2.09986  2.55732  0.217
O  -3.55372  -2.71901  3.23632  -0.323
O  -1.07840  -2.98296  2.57202  -0.189
O  -2.73218  -1.83628  1.01858  -0.145
O  -1.20747  0.76876  0.84879  0.216
H  7.42815  1.11891  1.89337  0.080
H  6.87128  2.71053  1.40083  0.078
H  5.86732  1.71937  2.46838  0.071
H  6.57816  0.10790  -1.39962  0.072
H  6.39047  1.85524  -1.48608  0.086
H  7.76513  1.15355  -0.62690  0.073
H  4.08257  0.73454  1.38902  0.103
H  4.76408  -0.98082  -0.95383  0.107
H  3.21520  -0.87347  -0.10099  0.083
H  3.47910  1.58343  -1.48567  0.108
H  4.09121  0.41539  -2.61882  0.110
H  1.94421  0.38782  -3.26786  0.128
H  0.87837  -1.39568  -1.18424  0.076
H  1.08171  -1.63837  -2.89726  0.069
H  2.42628  -1.95434  -1.83856  0.049
H  0.96102  2.08656  -2.02203  0.122
H  -0.03381  0.65473  -1.73928  0.100
H  1.95708  1.98970  0.15450  0.115
H  1.42289  0.32170  0.40457  0.117
H  -4.44168  3.74894  0.12096  0.055
H  -3.83127  5.03123  3.48389  0.112
H  -0.46317  -0.47136  3.58378  -0.081
H  -1.21337  -3.79482  2.06479  0.080
H  -2.01919  -1.36658  0.56035  0.067
C  -4.20063  4.00025  -3.48583  -0.253
S  -4.17808  2.41182  -2.65589  0.874
O  -4.01058  2.71301  -1.20135  -0.536
C  -2.56232  1.88955  -3.22466  -0.255
H  -5.12282  4.50185  -3.20059  0.061
H  -3.34371  4.59531  -3.16768  0.021
H  -4.18628  3.84014  -4.56365  0.062
H  -1.82131  2.63008  -2.92311  0.061
H  -2.58279  1.77811  -4.30832  0.059
H  -2.34483  0.93007  -2.75951  0.046
C  -5.61455  -5.58874  5.83693  -0.275
S  -5.34384  -4.06395  6.74784  0.792
O  -6.16452  -4.14617  7.98511  -0.564
C  -6.20955  -3.00173  5.59121  -0.271
H  -5.17113  -6.39669  6.41502  0.045
H  -6.68601  -5.75412  5.72486  0.056
H  -5.12678  -5.51246  4.86513  0.050
H  -7.23858  -3.34700  5.49025  0.057
H  -5.68403  -3.01647  4.63549  0.029
H  -6.19133  -1.99501  6.00323  0.050
C  1.97945  -4.19405  2.32669  -0.267
S  3.16550  -4.24447  0.98213  0.823
O  2.39387  -3.87881  -0.23935  -0.555
C  3.33627  -6.03272  0.94701  -0.267
H  1.69753  -3.15990  2.50770  0.044
H  1.10616  -4.76868  2.02034  0.048
H  2.42263  -4.61911  3.22737  0.059
H  2.35640  -6.48247  0.78712  0.059
H  3.77287  -6.37579  1.88476  0.054
H  4.00115  -6.27941  0.12170  0.047
C  -1.16597  8.59397  -2.29472  -0.268
S  -1.91531  6.98301  -2.03019  0.822
O  -2.73264  6.68464  -3.23909  -0.558
C  -3.05538  7.50083  -0.74610  -0.244
H  -0.44595  8.48945  -3.10346  0.049
H  -1.94044  9.30777  -2.57417  0.058
H  -0.65623  8.90796  -1.38424  0.055
H  -3.69765  8.30006  -1.11502  0.066
H  -2.49445  7.82772  0.12949  0.067
H  -3.65451  6.62697  -0.49444  0.039
C  2.24878  -5.91092  -3.01395  -0.269
S  2.96199  -4.59976  -4.00779  0.795
O  1.83869  -3.71261  -4.40494  -0.546
C  3.34864  -5.60795  -5.44513  -0.274
H  1.91911  -5.44565  -2.08569  0.020
H  1.40598  -6.34776  -3.54975  0.060
H  3.01067  -6.66379  -2.80748  0.052
H  2.43325  -6.06632  -5.81881  0.056
H  4.07932  -6.36852  -5.16947  0.051
H  3.77044  -4.94795  -6.19990  0.048

=====

DFT (ωB97M-V/def2-TZVPD) results for 11 unconnected molecules or ions with the total composition C20H54BF4N2O8.

* ΔE to the lowest compared entry with this formula, charge and spin: 0.000 eV
* HOMO-LUMO gap: 0.3384 Eh
* calculated total energy: -1930.082395 a.u.
* total charge: -1
* HOMO level: -6.807 eV

Each line ends with the Löwdin charge.
CARTESIAN COORDINATES (ANGSTROEM)
B  52.76600  62.53400  85.49300  -1.356
F  53.86500  63.22500  85.15700  0.213
F  52.31500  61.55100  84.57400  0.115
F  53.03100  61.83000  86.68800  0.104
F  51.77200  63.40100  85.79500  0.166
C  54.98300  58.74000  84.81400  0.014
C  55.82600  58.41400  86.12100  -0.229
N  56.46200  58.21100  87.01300  0.111
H  54.39800  59.70000  84.95500  0.086
H  55.67900  59.10600  84.00400  0.097
H  54.46600  58.00200  84.66500  -0.050
C  56.26300  61.80900  87.49700  -0.052
C  57.78900  61.84400  87.35900  -0.203
N  58.99400  61.88800  87.21900  0.088
H  55.79200  61.62000  86.54900  0.051
H  55.76300  61.16300  88.06600  0.020
H  55.94100  62.66600  88.07100  0.081
C  49.39400  58.15400  83.43800  -0.106
C  50.09500  59.19200  84.27900  -0.301
O  51.46200  59.28800  83.87100  -0.049
H  49.88300  57.13000  83.47200  0.084
H  49.27800  58.42700  82.36400  0.068
H  48.21300  58.12700  83.60400  0.105
H  50.19900  59.09700  85.36500  0.109
H  49.65600  60.08800  83.99200  0.087
H  51.70400  60.01900  84.27200  -0.068
C  52.21900  65.03500  90.30200  -0.077
C  52.55700  64.36400  88.95800  -0.333
O  52.60300  62.93100  89.10000  -0.140
H  51.32900  64.72900  90.56400  -0.012
H  52.22900  66.14600  90.09800  0.096
H  53.08500  64.56700  90.88900  0.108
H  53.62300  64.82700  88.58900  0.152
H  51.74100  64.48000  88.16800  0.095
H  52.47200  62.42800  88.25100  0.057
C  56.42700  66.52400  83.81300  -0.075
C  55.26100  66.09600  84.58400  -0.343
O  54.70600  67.22200  85.24200  -0.091
H  56.14400  67.35200  83.06200  0.118
H  56.98000  65.80000  83.26100  0.060
H  57.10700  66.86800  84.43500  0.019
H  55.32200  65.20200  85.26100  0.113
H  54.32900  65.68100  84.11100  0.094
H  53.88900  66.92500  85.61200  -0.004
C  57.08700  62.41800  83.80500  -0.111
C  56.23700  62.13800  82.66300  -0.287
O  56.84700  61.21400  81.68600  -0.081
H  57.12200  61.64200  84.45400  0.034
H  56.77000  63.03100  84.57200  0.051
H  57.94300  62.88100  83.52300  0.060
H  55.98800  63.17400  82.21900  0.137
H  55.38500  61.58200  83.17600  0.116
H  56.17800  61.11000  81.01500  0.060
C  51.86200  58.77800  87.91900  -0.069
C  51.12400  59.61200  88.92900  -0.363
O  50.60300  58.71200  89.77400  -0.070
H  51.13500  58.11900  87.51500  0.069
H  52.55500  58.03300  88.25900  0.081
H  52.30700  59.31600  87.21000  0.014
H  50.44300  60.01100  88.33600  0.060
H  51.89100  60.21900  89.63800  0.173
H  50.00500  59.27500  90.31800  0.111
C  50.80500  66.54700  84.62800  -0.086
C  51.39800  66.76500  86.00700  -0.242
O  52.62000  65.94400  86.13800  -0.103
H  50.35600  65.35000  84.54700  0.128
H  51.53100  66.62800  83.77100  0.071
H  49.81600  67.11400  84.38900  0.091
H  50.80800  66.62300  86.84000  0.081
H  51.73200  67.75800  86.09300  0.095
H  52.36500  65.08400  85.87100  0.016
C  47.92300  63.98100  88.79300  -0.053
C  49.02200  63.20100  87.88700  -0.225
O  48.99400  63.71300  86.50400  -0.086
H  46.98500  63.49500  88.51300  0.073
H  47.95800  65.07100  88.62700  0.078
H  48.25100  63.97600  89.72200  -0.003
H  48.72800  62.25600  88.02800  0.048
H  49.84300  63.40000  88.58000  0.087
H  49.77400  63.39200  86.01200  0.052
C  52.40100  64.36800  80.35700  -0.117
C  52.38500  64.21600  81.93100  -0.273
O  53.17300  62.96800  82.07100  -0.142
H  53.46100  64.68600  79.94800  0.103
H  51.54400  65.12300  80.15900  0.069
H  51.85500  63.52200  79.81200  0.078
H  51.32300  64.08900  82.34800  0.119
H  52.96300  65.00100  82.55000  0.104
H  53.03500  62.73400  83.00500  0.030

=====

DFT (ωB97M-V/def2-TZVPD) results for a molecular structure, C20H54INO7PS7Si.

* HOMO-LUMO gap: 0.1806 Eh
* calculated total energy: -5091.269176 a.u.
* total charge: +1
* HOMO level: -9.782 eV

Each line ends with the Löwdin charge.
CARTESIAN COORDINATES (ANGSTROEM)
C  4.60404  2.87105  1.05064  0.152
C  5.14901  2.74189  0.00022  -0.155
C  5.86049  2.56772  -1.25211  -0.297
N  5.98670  1.11889  -1.64794  -0.722
I  7.12212  0.08572  -0.18772  1.113
C  4.62285  0.50097  -1.92974  -0.209
C  3.93312  -0.24682  -0.78807  -0.311
O  2.60648  -0.45101  -1.17287  -0.191
Si  1.40370  0.69087  -0.84521  0.444
C  1.47627  1.29364  0.92800  -0.140
C  -0.20097  -0.16663  -1.13222  -0.156
C  1.55554  2.13845  -2.02705  -0.151
P  6.98010  1.02631  -3.19629  0.323
S  8.54200  2.11130  -3.20676  0.279
H  4.04311  2.99231  1.94557  0.069
H  6.86581  2.97712  -1.17874  0.078
H  5.34405  3.07506  -2.06884  0.138
H  4.00056  1.30966  -2.30216  0.101
H  4.76161  -0.20678  -2.74915  0.113
H  4.40559  -1.22469  -0.68689  0.099
H  4.03576  0.27050  0.16734  0.077
H  1.71725  2.35642  0.94960  0.023
H  0.47893  1.18839  1.35223  0.040
H  2.18604  0.76860  1.56570  0.031
H  -0.38540  -0.81148  -0.27363  0.003
H  -1.00580  0.56563  -1.14445  0.033
H  -0.22666  -0.74733  -2.04925  0.045
H  2.20331  2.93998  -1.66783  0.024
H  1.95715  1.78986  -2.98149  0.032
H  0.56652  2.54515  -2.22545  0.040
H  7.18036  -0.34953  -3.30421  -0.045
H  5.95372  1.33762  -4.09315  0.027
C  6.57785  -4.32877  -5.53078  -0.256
S  6.41981  -3.10944  -4.23333  0.806
O  6.92166  -1.81957  -4.80882  -0.598
C  7.73177  -3.74212  -3.18606  -0.260
H  5.86415  -4.07253  -6.31021  0.058
H  7.59199  -4.29915  -5.92703  0.066
H  6.34436  -5.31287  -5.12596  0.062
H  8.66574  -3.75704  -3.74681  0.067
H  7.46827  -4.74272  -2.84497  0.061
H  7.82397  -3.07807  -2.32812  0.033
C  3.96488  8.09772  2.95669  -0.267
S  3.44370  6.93330  1.69677  0.805
O  2.69943  5.84344  2.38405  -0.562
C  5.06305  6.24076  1.36402  -0.281
H  3.07112  8.58852  3.33498  0.053
H  4.46316  7.55943  3.76245  0.060
H  4.63036  8.83721  2.51172  0.056
H  5.46479  5.82339  2.28777  0.062
H  5.73866  6.99393  0.95805  0.058
H  4.90818  5.45104  0.63449  0.010
C  -5.19647  0.36400  -4.05735  -0.263
S  -3.82125  0.99562  -3.09416  0.802
O  -2.92040  -0.16138  -2.82415  -0.565
C  -4.75840  1.27472  -1.59509  -0.271
H  -4.81099  0.07667  -5.03310  0.049
H  -5.61967  -0.50208  -3.54832  0.061
H  -5.94497  1.14749  -4.17277  0.055
H  -5.21513  0.33719  -1.28482  0.015
H  -5.52175  2.03141  -1.77839  0.059
H  -4.07579  1.62459  -0.82328  0.055
C  -2.49358  -3.51904  2.20486  -0.263
S  -2.60329  -2.22445  0.96226  0.792
O  -3.39061  -1.11664  1.56812  -0.550
C  -3.70292  -3.10018  -0.14750  -0.247
H  -1.87850  -3.14398  3.02007  0.049
H  -3.49340  -3.75354  2.57091  0.045
H  -2.02841  -4.40155  1.76599  0.053
H  -4.62035  -3.36275  0.37916  0.054
H  -3.19816  -3.99065  -0.52273  0.057
H  -3.93141  -2.42760  -0.97254  0.045
C  -8.50142  0.26882  1.02786  -0.261
S  -6.87643  -0.46903  0.83112  0.785
O  -6.99042  -1.49153  -0.25208  -0.556
C  -6.86811  -1.33206  2.39416  -0.280
H  -8.72097  0.83171  0.12302  0.047
H  -9.24305  -0.51756  1.16619  0.059
H  -8.48646  0.93904  1.88674  0.056
H  -7.72627  -2.00039  2.44841  0.059
H  -6.90012  -0.61598  3.21219  0.053
H  -5.93791  -1.89503  2.44351  0.028
C  -7.89934  -3.74249  7.24834  -0.269
S  -6.81224  -2.99013  6.03508  0.811
O  -7.63792  -2.02530  5.26259  -0.554
C  -6.63575  -4.45038  5.00337  -0.267
H  -8.16988  -2.97079  7.96533  0.051
H  -8.79255  -4.11608  6.74859  0.060
H  -7.37189  -4.54923  7.75695  0.054
H  -7.61943  -4.77347  4.66352  0.062
H  -6.14357  -5.23922  5.57196  0.054
H  -6.02114  -4.17403  4.14900  0.033